1.
ORCA calculation (the ωB97M-V functional and the def2-TZVPD basis) on C5H8O as an isolated structure.

Structure (XYZ):
```
14
Properties=species:S:1:pos:R:3:forces:R:3
C -1.672206 -0.625668 0.169725 0.0097 -0.0156 0.0388
C -0.735428 0.461485 -0.319685 -0.2607 -0.1616 -0.1395
O -0.184966 1.235271 0.782769 -0.0306 0.0179 0.1158
C 1.131628 0.962601 0.322211 0.3402 0.1840 0.0605
C 1.448420 -0.498876 0.320830 0.0588 -0.1212 0.1043
C 0.666350 0.105665 -0.814961 -0.0296 -0.0264 -0.2576
H -2.645384 -0.207484 0.448791 0.1553 -0.0507 -0.0678
H -1.246523 -1.088612 1.063324 -0.0785 -0.0425 -0.1415
H -1.823175 -1.399553 -0.592024 0.0043 0.1896 0.0653
H -1.240666 1.133954 -1.023000 0.0877 -0.0307 0.1124
H 1.871025 1.754927 0.394585 -0.1340 -0.1442 -0.0638
H 2.480829 -0.740305 0.080296 -0.1588 0.0510 0.0317
H 0.967858 -1.180612 1.019432 0.0991 0.1940 -0.0537
H 0.982236 0.087204 -1.852296 -0.0629 -0.0438 0.1949
```
Positions in Å, forces in eV/Å.

Its spin multiplicity is 1. The calculation puts the total energy at -270.474867 a.u. The charge is 0. The value obtained for the HOMO energy is -9.21 eV. The energy relative to the best compared isomer or geometry (same formula, charge and spin) comes out at 52.10 kcal per mole.

***

2.
ORCA calculation (the ωB97M-V functional and the def2-TZVPD basis) on a 5-piece molecular cluster, C26H63NO16P4 overall.

Structure (XYZ):
```
110
Properties=species:S:1:pos:R:3:forces:R:3
C -16.017939 -5.155567 -1.560350 -0.0517 0.4811 -0.9501
C -16.188365 -5.140290 -3.090475 0.0767 0.2707 0.3666
O -17.409366 -5.803184 -3.475735 -0.4066 0.1577 -0.3625
P -18.634108 -4.816933 -3.767203 0.6833 0.3710 0.6739
O -19.859465 -5.533793 -4.057754 -0.8044 -0.6651 -0.1463
O -18.217473 -3.738300 -4.819337 0.9496 -0.3325 -1.9558
C -17.962954 -3.980417 -6.276450 -0.2607 1.3780 0.8845
C -17.396337 -2.674027 -6.760037 -0.2563 0.5320 0.2287
O -18.617777 -3.829636 -2.517553 -0.5501 -0.6185 0.1748
C -19.683898 -3.987172 -1.544780 -1.2675 0.2821 -1.7358
C -20.824565 -3.045268 -1.951276 -0.4370 -0.3185 -0.0535
H -15.007662 -4.919350 -1.234497 0.0548 0.1662 -0.1657
H -16.732415 -4.500661 -1.082146 -0.0042 0.3966 -0.0008
H -16.253933 -6.126848 -1.204719 -0.0703 -1.1268 0.2440
H -16.246073 -4.158623 -3.546229 0.3087 0.5341 0.4434
H -15.382126 -5.624173 -3.619978 0.2491 -0.5386 0.0888
H -17.198767 -4.688074 -6.511760 0.2119 -1.2291 0.6111
H -18.897765 -4.216553 -6.765543 -0.1925 -0.2676 0.0790
H -17.195317 -2.721170 -7.835249 -0.1915 0.1304 0.1472
H -18.103262 -1.867693 -6.496958 0.4358 -0.1535 -0.3877
H -16.447329 -2.501690 -6.240695 -0.1595 0.1300 -0.1116
H -20.033777 -5.019637 -1.478263 0.1387 -0.0066 -0.1761
H -19.272927 -3.715281 -0.628984 0.7782 0.5135 1.6366
H -21.651110 -3.060627 -1.210140 0.5996 0.1555 -0.1763
H -20.425573 -2.023005 -2.089269 -0.3249 -0.4601 0.1240
H -21.306048 -3.392354 -2.888449 0.5019 0.2374 0.4478
C -21.321251 -8.852415 -11.363615 0.2164 -0.8438 -1.9595
C -21.359610 -9.104070 -9.916423 -0.4301 -0.0489 0.4180
O -21.805476 -10.468858 -9.685189 -0.2260 1.0676 -0.5890
P -21.144992 -11.331225 -8.592929 1.5886 -1.9096 -0.6504
O -20.464140 -10.714493 -7.462600 0.5109 0.8212 0.3224
O -22.320330 -12.263156 -8.236200 -1.6096 -0.8673 0.8414
C -22.161860 -13.221326 -7.146239 -1.7340 -0.2780 -0.5470
C -22.450499 -14.635483 -7.691189 1.7283 2.0383 -1.5013
O -20.205994 -12.375588 -9.425143 -0.1610 0.3479 0.0009
C -18.773097 -12.399812 -9.359714 0.0528 1.4759 1.6683
C -18.067289 -12.361869 -10.677156 0.2952 -0.7373 -1.0102
H -20.909579 -7.888791 -11.622193 0.0890 0.4973 0.3117
H -20.603502 -9.584882 -11.812679 -0.8114 0.3923 0.0456
H -22.321534 -8.918145 -11.852018 0.7166 -0.2335 0.3734
H -20.401029 -8.908707 -9.471861 0.5042 -0.2361 0.2678
H -22.074228 -8.477442 -9.431468 -0.5412 0.5295 0.4600
H -21.201600 -13.048257 -6.730372 1.0230 -0.3552 0.4378
H -22.904031 -13.010008 -6.345644 0.3603 0.2955 -0.6386
H -21.683432 -14.832483 -8.509064 -1.1350 -0.1179 1.0070
H -22.356752 -15.286602 -6.877664 0.2496 -1.3398 1.0361
H -23.459922 -14.670553 -8.071070 -0.1954 -0.0421 -0.2643
H -18.491470 -11.543310 -8.663752 0.0687 -1.0258 -0.9179
H -18.459654 -13.326516 -8.871452 -0.2642 0.0219 0.1328
H -18.430296 -13.129899 -11.362875 -0.0002 -0.6058 0.4195
H -18.164169 -11.525582 -11.346316 -0.0605 1.1352 0.4510
H -16.999818 -12.560284 -10.492834 -0.3111 0.1512 -0.1364
C -22.902756 -6.398505 -2.939906 -0.6897 1.4543 -1.5450
C -23.852423 -5.474510 -3.830833 0.8551 -1.4341 -0.5415
O -23.986667 -4.121799 -3.349364 -0.0681 -0.8219 0.2149
P -24.737750 -3.044250 -4.240540 1.0528 0.4215 -0.1459
O -26.139333 -3.190096 -4.618727 -0.1023 -0.3169 0.3021
O -24.337331 -1.772340 -3.394672 0.0680 1.0952 1.0681
C -24.788119 -1.498292 -2.030698 -1.1743 1.1591 0.1410
C -24.138543 -0.177717 -1.389943 -0.6432 -1.6714 -2.4881
O -23.820925 -2.903975 -5.529799 0.1364 -0.0443 0.0553
C -22.383343 -2.978037 -5.422995 0.2739 0.5490 0.0741
C -21.764406 -3.001057 -6.785266 -0.3639 -0.4994 -1.5070
H -23.241331 -6.257197 -1.938977 -0.1589 -0.2343 0.9887
H -23.154431 -7.432970 -3.287874 0.7745 0.7943 0.3928
H -21.812750 -6.078354 -3.005530 -1.4472 -0.7451 -0.2613
H -23.458865 -5.502223 -4.859351 0.0145 0.4121 0.2681
H -24.850696 -5.907300 -3.953833 0.0330 -0.0425 0.5181
H -25.924994 -1.434535 -2.063776 1.4319 0.0060 0.0953
H -24.499345 -2.300659 -1.364497 -0.0494 -0.5299 -0.1686
H -24.820881 0.254341 -0.676411 0.0997 -0.1871 0.6228
H -23.153644 -0.479520 -1.052581 0.0229 0.4013 0.5042
H -24.031534 0.558724 -2.184763 0.1219 0.0581 -0.0581
H -22.012051 -2.119694 -4.856131 -0.2325 0.1232 -0.0067
H -22.072325 -3.852181 -4.882355 -0.0913 -0.5809 0.2931
H -22.146081 -2.171692 -7.413838 0.5426 -0.1584 0.4317
H -20.665190 -3.029367 -6.732819 -0.3843 0.4638 0.1314
H -22.032644 -3.916477 -7.352672 -0.0754 0.3062 0.5179
C -25.771884 -9.822415 -8.827641 0.2190 -0.0495 0.1721
C -25.408457 -8.524685 -8.100740 1.1536 -1.3367 0.0980
O -24.652969 -7.657791 -8.939405 0.9749 0.5887 -0.7072
P -24.285093 -6.175158 -8.466507 -0.4315 0.0957 0.9050
O -23.626795 -5.957348 -7.168578 0.0278 -0.5122 -0.4035
O -23.406894 -5.617123 -9.645533 -0.1699 -0.7581 -0.6107
C -23.778055 -5.822775 -11.041017 -0.2815 2.1500 -0.0651
C -22.771910 -5.065545 -11.910619 0.0507 -0.2508 -0.0902
O -25.727928 -5.519894 -8.518983 0.2394 -0.1602 -1.3757
C -26.205383 -4.511992 -7.665998 1.1475 2.5512 2.0432
C -26.897137 -3.308268 -8.280678 0.1171 -0.9949 -0.6279
H -26.431156 -10.460222 -8.201078 0.4858 0.4670 -0.1841
H -26.340265 -9.566863 -9.714181 -0.0455 -0.0723 -0.3137
H -24.877024 -10.417017 -9.114653 -0.5151 0.4793 0.2069
H -26.257816 -7.986771 -7.804992 -1.4538 0.5650 0.5962
H -24.781806 -8.745742 -7.236599 -0.1429 -0.0166 0.2098
H -23.822916 -6.862231 -11.324795 -0.1504 -0.3964 0.3120
H -24.762188 -5.296110 -11.185993 0.6566 -0.8866 0.1640
H -23.268102 -4.997171 -12.907294 0.6770 0.2286 0.5445
H -22.566859 -4.068307 -11.471509 -0.3092 -0.4803 -0.4480
H -21.794413 -5.584312 -12.006402 -0.6581 0.2156 0.0690
H -26.868871 -4.976408 -6.987788 -0.7991 -0.5983 0.7782
H -25.416221 -4.014824 -7.022141 -0.3757 -1.2590 -0.7443
H -27.641650 -3.636017 -8.994780 -0.3881 0.2981 -0.1586
H -27.289293 -2.665083 -7.516018 -0.6812 -0.2471 0.7062
H -26.206426 -2.637594 -8.728974 0.8670 0.2845 -1.0069
C -19.686357 -7.207621 -7.081270 0.2744 -0.9282 0.1417
C -19.589113 -6.601822 -8.387150 1.4251 2.0191 -5.3716
N -19.422215 -6.164149 -9.492080 -0.9320 -1.8666 4.9672
H -20.261241 -8.130997 -7.202136 -0.3909 0.1993 0.2936
H -20.124226 -6.506567 -6.385887 -0.2392 -0.0827 0.3957
H -18.718566 -7.588744 -6.702904 -0.2338 0.6238 -0.3005
```
Positions in Å, forces in eV/Å.

Its spin multiplicity is 1. The calculation puts the total energy at -3652.860766 a.u. The charge is 0. The value obtained for the HOMO energy is -10.24 eV. The energy relative to the best compared isomer or geometry (same formula, charge and spin) comes out at 12.16 kcal per mole.

***

3.
ORCA calculation (the ωB97M-V functional and the def2-TZVPD basis) on a 8-piece molecular cluster, C14H42ClN4O11 overall.

Structure (XYZ):
```
72
Properties=species:S:1:pos:R:3:forces:R:3
Cl -1.348024 1.134045 -0.010985 -1.2224 0.4267 -1.1470
O -0.262134 2.041225 -0.052175 1.4158 1.2621 0.3035
O -1.584624 0.627035 -1.318305 -0.9023 0.3136 -2.2989
O -1.015584 -0.023265 0.709425 0.5685 -1.6173 2.9392
O -2.516964 1.825555 0.501205 0.2745 -0.4559 0.1521
C 5.810736 -0.436555 -2.927345 0.2770 0.9629 0.6694
C 4.709826 0.667885 -2.862085 -0.8230 -0.5964 -1.1374
O 4.572166 1.317255 -1.619465 0.5166 -0.1729 0.6621
H 5.805386 -1.123865 -2.081365 -0.5613 0.0771 0.1241
H 6.784166 0.046025 -2.839725 0.1199 0.1806 -0.0858
H 5.874446 -1.062015 -3.817755 -0.5634 0.3431 -0.2276
H 3.728566 0.301665 -3.163935 -0.0880 -0.8108 0.2114
H 4.790706 1.450835 -3.616095 1.0284 0.0179 -0.2658
H 3.642856 1.323285 -1.378745 0.0319 -0.0055 0.0721
C 3.446266 1.308475 4.268545 0.5673 0.9144 -0.9525
C 4.809726 0.628085 4.394985 -1.9348 -1.3040 0.1813
O 4.938986 0.236315 5.758905 0.7591 0.0448 -0.0822
H 3.304186 2.116725 4.985935 0.2610 0.1267 -0.0896
H 2.530246 0.718595 4.300805 0.5095 -0.6976 0.3204
H 3.449486 1.701405 3.251835 -0.2492 0.5191 -0.0245
H 5.672096 1.133165 3.959905 -0.0898 0.7292 0.4680
H 4.727576 -0.281295 3.799685 0.0693 -0.2655 -0.2322
H 5.586796 -0.472115 5.751065 0.0883 -0.0667 0.3991
C 1.624426 -0.276105 -7.033665 -0.1484 0.6558 -0.4751
C 0.367246 0.363845 -6.478415 -1.0140 0.5000 0.2912
O 0.548726 1.525425 -5.659745 0.6716 -0.4083 0.3223
H 2.095676 -0.998755 -6.367485 0.0989 0.2490 0.0274
H 2.283696 0.544365 -7.317015 0.4099 -0.0814 0.3570
H 1.418646 -0.748465 -7.994205 -0.2374 -0.3556 0.1107
H -0.225554 -0.325335 -5.876985 -0.0527 -0.4019 -0.2867
H -0.290044 0.771685 -7.246355 0.1222 -0.5694 -0.5431
H 0.368436 1.224425 -4.766165 0.1335 0.4238 0.2599
C 2.278136 -3.679885 -2.068175 0.0489 -0.9400 -1.2850
O 3.098726 -4.439665 -2.480965 2.5441 -2.1101 -1.4174
N 1.263066 -3.242145 -2.736095 -3.3120 1.4206 -2.8269
N 2.259956 -3.250015 -0.862835 1.0896 0.9909 4.6126
H 0.655646 -2.618535 -2.224015 -0.4113 -0.0533 -1.0682
H 1.175636 -3.474195 -3.715185 -0.2649 0.2830 0.3900
H 1.575846 -2.571695 -0.559565 0.6860 -0.1871 0.6658
H 3.074086 -3.619855 -0.393255 -0.4592 0.7261 0.9678
C -1.291464 6.989985 3.034455 0.6084 3.2571 3.0454
O -1.252024 7.938225 3.815335 -0.8814 0.6909 0.3702
N -2.269444 6.182545 2.842105 -4.4215 -2.7403 -0.5230
N -0.240794 6.673395 2.368565 3.7079 -1.0976 -2.5041
H -2.116134 5.350155 2.290985 -0.5414 0.1477 0.1236
H -3.198514 6.389175 3.180095 0.3975 -0.1356 -0.0036
H 0.593186 7.173755 2.640995 0.0400 -0.5714 -0.4243
H -0.295594 5.806895 1.852545 1.0887 0.3341 -0.1397
C -5.577624 -5.109065 -2.229025 0.3261 0.0678 -1.4302
C -4.888474 -3.723405 -2.468565 -0.5296 -0.4156 0.8228
C -4.587994 -3.291705 -3.890035 1.0564 -1.6560 -1.0910
O -5.757084 -2.768695 -1.937975 -1.3282 0.8086 0.8247
H -6.479304 -5.148255 -2.840195 -0.2843 0.1719 0.1461
H -5.831354 -5.417475 -1.214815 0.1139 0.8401 0.1732
H -4.996644 -5.950355 -2.606885 0.4724 0.1618 -0.1666
H -4.010224 -3.662755 -1.825835 0.6191 -0.3836 -0.4058
H -4.107074 -2.320515 -4.006625 -0.1525 0.0953 0.4987
H -5.373884 -3.367375 -4.641545 -0.7043 0.2129 0.5981
H -3.882854 -4.011155 -4.306295 0.5231 -0.0714 -0.0298
H -5.273954 -1.940425 -1.891705 -0.0809 0.2027 0.0847
C -2.151794 -0.809895 5.360725 -1.7238 -0.2659 0.6500
C -2.152594 0.670885 5.754755 -0.3040 -0.3557 -2.7514
C -3.533354 1.287505 5.852255 -0.5986 -0.4482 0.1734
O -1.544294 0.795835 6.962435 1.2286 0.1762 2.4401
H -2.947854 -1.024795 4.647845 0.6455 0.0682 -0.8130
H -2.557354 -1.369215 6.203805 0.1875 -0.0521 0.5664
H -1.179844 -1.252255 5.142235 -0.0537 0.3135 -0.4302
H -1.517534 1.160575 5.016525 -0.2543 0.4635 -0.4469
H -4.216644 1.041925 5.039295 0.3250 -0.1654 -0.2500
H -3.589504 2.370755 5.959495 0.5105 -0.0286 0.1190
H -3.956404 0.833165 6.748195 -0.2708 0.1451 0.1764
H -0.844824 0.138985 6.932645 0.3213 0.1620 0.5351
```
Positions in Å, forces in eV/Å.

Its spin multiplicity is 1. The calculation puts the total energy at -2065.226617 a.u. The charge is -1. The value obtained for the HOMO energy is -6.51 eV. The energy relative to the best compared isomer or geometry (same formula, charge and spin) comes out at 84.69 kcal per mole.

***

Number 1: LUMO energy 1.2 eV, frontier orbital gap 10.3802 eV. Number 2: LUMO energy 0.8 eV, frontier orbital gap 10.9979 eV. Number 3: LUMO energy 2.2 eV, frontier orbital gap 8.6624 eV.